23
Properties=species:S:1:pos:R:3 method="wB97M-V/def2-TZVPD" orbital_gap_ev=8.50 multiplicity=1 homo_ev=-8.60 energy_ev=-42002.6672
C -0.7696 -2.0032 1.9342
C -1.7388 -1.0919 1.9647
C 2.2058 -0.9265 -0.0968
C 1.5105 -2.0652 -2.6676
C -0.7465 2.6225 -0.8817
C -1.5747 0.3288 1.7101
C -0.5256 0.9248 1.1553
O -1.7206 3.2360 1.5205
S 2.6265 0.4403 -1.0111
S 1.6188 -2.2786 -0.8481
S -0.4749 2.7178 0.9544
H -0.9708 -3.0408 2.1429
H 0.2528 -1.7587 1.7031
H -2.7425 -1.3937 2.2237
H 0.6352 -1.4631 -2.8960
H 1.4106 -3.0585 -3.0924
H 2.4146 -1.5823 -3.0247
H 0.0287 2.0023 -1.3151
H -0.6902 3.6304 -1.2815
H -1.7324 2.2055 -1.0599
H 3.0224 1.1767 0.0370
H -2.4085 0.9644 1.9879
H 0.3694 0.4130 0.8410

=====

50
Properties=species:S:1:pos:R:3 method="wB97M-V/def2-TZVPD" smiles="CCCC(=O)Nc1cccc(NC(=S)NC(=O)[C@H](C)Oc2ccc(Cl)cc2Cl)c1" orbital_gap_ev=8.49 multiplicity=1 homo_ev=-8.24 energy_ev=-67575.5821
C -2.1658 7.4745 2.8458
C -3.2418 6.4471 3.1736
C -3.0149 5.1357 2.4237
C -1.8217 4.3675 2.9761
O -1.3391 4.5742 4.0647
N -1.3851 3.4046 2.1087
C -0.3496 2.4819 2.2650
C 0.4544 2.4253 3.3988
C 1.4614 1.4778 3.4680
C 1.6793 0.5920 2.4325
C 0.8742 0.6455 1.2925
N 1.1584 -0.2797 0.2888
C 0.5867 -0.5172 -0.8959
S -0.7006 0.2305 -1.6046
N 1.1647 -1.5473 -1.6388
C 2.1848 -2.3749 -1.3027
O 2.8387 -2.2963 -0.2797
C 2.5174 -3.3941 -2.3960
C 3.7301 -2.8686 -3.1681
O 1.4572 -3.5541 -3.3297
C 0.5857 -4.5989 -3.2223
C 0.1655 -5.1526 -4.4329
C -0.7413 -6.1893 -4.4833
C -1.2418 -6.7057 -3.2971
Cl -2.3598 -8.0156 -3.3279
C -0.8559 -6.1676 -2.0821
C 0.0428 -5.1112 -2.0417
Cl 0.4128 -4.4485 -0.4778
C -0.1369 1.5915 1.2143
H -2.1547 7.6955 1.7797
H -1.1884 7.0964 3.1338
H -2.3482 8.4000 3.3862
H -3.2281 6.2411 4.2447
H -4.2242 6.8456 2.9118
H -3.8915 4.4901 2.5317
H -2.8680 5.3319 1.3593
H -1.8811 3.3204 1.2313
H 0.2880 3.1135 4.2092
H 2.0855 1.4330 4.3474
H 2.4674 -0.1440 2.4950
H 1.9457 -0.9023 0.5005
H 0.7087 -1.7262 -2.5298
H 2.7724 -4.3469 -1.9193
H 4.0404 -3.5996 -3.9095
H 3.4695 -1.9432 -3.6757
H 4.5478 -2.6842 -2.4776
H 0.5747 -4.7348 -5.3390
H -1.0515 -6.6002 -5.4302
H -1.2609 -6.5544 -1.1609
H -0.7632 1.6417 0.3394

=====

94
Properties=species:S:1:pos:R:3 method="wB97M-V/def2-TZVPD" orbital_gap_ev=8.25 multiplicity=1 homo_ev=-7.64 energy_ev=-262139.5336
Zn -0.4818 -0.8778 -0.5740
O 1.7111 1.5774 0.4946
C 2.8051 0.9199 1.0596
C 3.4318 1.5285 2.1347
C 4.4835 0.8835 2.7650
C 4.8976 -0.3615 2.3194
C 4.2549 -0.9683 1.2524
C 3.1930 -0.3425 0.5985
P 2.2215 -1.1298 -0.7358
C 2.8073 -2.8568 -0.6623
C 2.2481 -3.6883 0.3089
C 2.6634 -5.0052 0.4298
C 3.6287 -5.5118 -0.4289
C 4.1760 -4.6970 -1.4080
C 3.7694 -3.3743 -1.5248
C 3.0163 -0.4940 -2.2508
C 4.3231 -0.0120 -2.2843
C 4.8774 0.4201 -3.4790
C 4.1286 0.3737 -4.6484
C 2.8278 -0.1083 -4.6201
C 2.2683 -0.5426 -3.4260
C 1.9402 2.2506 -0.6936
C 3.1673 2.8081 -1.0092
C 3.3017 3.5095 -2.1979
C 2.2231 3.6637 -3.0534
C 1.0005 3.0958 -2.7285
C 0.8435 2.3691 -1.5539
P -0.6774 1.5224 -1.0450
C -1.3302 2.6526 0.2176
C -1.7822 3.9322 -0.1045
C -2.2049 4.7922 0.8959
C -2.1554 4.3892 2.2258
C -1.6777 3.1307 2.5518
C -1.2669 2.2609 1.5505
C -1.7912 1.6138 -2.4705
C -1.3637 1.0676 -3.6807
C -2.2326 0.9852 -4.7555
C -3.5440 1.4223 -4.6254
C -3.9859 1.9328 -3.4143
C -3.1157 2.0247 -2.3374
H 3.0761 2.4956 2.4661
H 4.9749 1.3530 3.6071
H 5.7173 -0.8695 2.8102
H 4.5695 -1.9524 0.9278
H 1.4798 -3.3084 0.9706
H 2.2231 -5.6379 1.1900
H 3.9474 -6.5426 -0.3401
H 4.9218 -5.0894 -2.0876
H 4.2008 -2.7500 -2.2965
H 4.9079 0.0296 -1.3725
H 5.8934 0.7942 -3.4990
H 4.5608 0.7139 -5.5810
H 2.2460 -0.1466 -5.5327
H 1.2558 -0.9353 -3.3827
H 4.0095 2.6864 -0.3405
H 4.2622 3.9386 -2.4527
H 2.3332 4.2156 -3.9772
H 0.1630 3.2020 -3.4057
H -1.8054 4.2564 -1.1384
H -2.5652 5.7803 0.6397
H -2.4844 5.0639 3.0066
H -1.6344 2.8124 3.5858
H -0.8903 1.2778 1.8063
H -0.3553 0.6831 -3.7735
H -1.8920 0.5574 -5.6893
H -4.2251 1.3473 -5.4633
H -5.0139 2.2515 -3.2997
H -3.4764 2.3975 -1.3873
Se -3.2459 -0.9713 -0.3128
P -2.6590 -1.4157 1.6980
Se -0.4823 -1.5620 1.8396
C -3.3827 -2.9700 2.2971
C -2.8384 -4.1804 1.8755
C -3.4206 -5.3747 2.2641
C -4.5485 -5.3695 3.0745
C -5.0964 -4.1663 3.4925
C -4.5173 -2.9666 3.1031
C -3.2484 -0.1783 2.8926
C -2.6978 -0.1484 4.1724
C -3.1621 0.7624 5.1074
C -4.1774 1.6502 4.7668
C -4.7199 1.6273 3.4908
C -4.2551 0.7160 2.5527
H -1.9565 -4.1798 1.2461
H -2.9931 -6.3126 1.9338
H -5.0006 -6.3045 3.3796
H -5.9758 -4.1599 4.1233
H -4.9489 -2.0300 3.4311
H -1.8996 -0.8343 4.4311
H -2.7332 0.7829 6.1010
H -4.5383 2.3634 5.4971
H -5.5007 2.3258 3.2189
H -4.6577 0.7026 1.5464
F -0.3435 -1.5869 -2.3053

=====

38
Properties=species:S:1:pos:R:3 method="wB97M-V/def2-TZVPD" s_squared=2.004 orbital_gap_ev="9.03 / 8.48" multiplicity=3 homo_ev="-9.79 / -9.79" energy_ev=-61242.5863
Ni 1.4542 -1.3496 -0.3331
B -0.4384 -0.1350 0.1887
H 0.5227 0.1016 0.8885
H -1.4142 0.3795 0.6417
H -0.1263 0.3865 -0.8414
H -0.6534 -1.3082 0.0005
B 1.8673 -0.7173 -2.4391
H 2.7541 -1.5395 -2.5811
H 2.0941 0.0246 -1.5232
H 1.7983 -0.0362 -3.4200
H 0.8345 -1.3369 -2.2828
O -4.0342 0.5383 2.2701
H -3.4088 1.2777 2.3560
H -4.8838 0.8821 2.5625
O 2.8919 -0.1227 0.7042
H 2.5892 0.8201 0.7342
H 3.8523 -0.0873 0.7493
O 0.6753 -3.2723 -0.8455
H -0.0070 -3.4108 -1.5141
H 0.8782 -4.1419 -0.4862
O 0.9479 2.4027 -1.9006
H 1.1086 1.4489 -1.9805
H -0.0138 2.4711 -1.8168
O 1.2908 -2.1180 1.6679
H 1.7928 -2.9077 1.8995
H 0.7547 -1.9090 2.4395
O -2.2220 1.2731 -2.0532
H -2.9876 1.4686 -1.5040
H -1.6104 0.8069 -1.4565
O -3.3865 -1.2141 0.3221
H -3.6036 -0.5400 0.9823
H -2.4999 -0.9691 0.0308
O 2.1706 2.5195 0.6293
H 1.7381 2.4607 -0.2504
H 3.0501 2.8649 0.4404
O -1.6196 1.8143 2.5958
H -1.1596 1.4884 1.8083
H -0.9968 1.6860 3.3168